(1)
Formula: C24H34Br2O2
Source: the Open Molecules 2025 dataset
Level of theory: ωB97M-V/def2-TZVPD

Values from the calculation:
- Lowest unoccupied orbital energy: 0.485 eV
- Multiplicity: 1
- Calculated total energy: -6233.30451 Eh
- Orbital gap: 0.353 hartree
- HOMO level: -9.1 eV

Cartesian coordinates (Å):
C1 23.39 -2.76 6.08
C2 24.54 -3.34 6.56
C3 25.51 -2.50 7.13
C4 25.32 -1.11 7.22
C5 24.17 -0.53 6.71
C6 23.21 -1.43 6.17
H1 22.54 -3.40 5.90
H2 24.72 -4.41 6.56
H3 26.38 -2.91 7.62
H4 26.01 -0.47 7.74
H5 23.92 0.52 6.62
H6 22.23 -1.05 5.93
C7 16.03 -1.49 2.20
C8 15.74 -0.76 1.02
C9 16.10 0.59 0.92
C10 16.50 1.28 2.07
C11 16.64 0.63 3.29
C12 16.48 -0.78 3.33
H7 15.85 -2.55 2.07
H8 15.37 -1.18 0.10
H9 16.06 1.10 -0.03
H10 16.84 2.30 1.97
H11 16.97 1.07 4.22
H12 16.72 -1.30 4.24
C13 22.02 3.68 5.54
C14 22.30 2.37 5.18
C15 21.30 1.43 4.96
C16 20.04 1.90 5.03
C17 19.78 3.20 5.34
C18 20.75 4.16 5.56
H13 22.80 4.42 5.65
H14 23.32 2.06 5.00
H15 21.63 0.47 4.58
H16 19.20 1.23 4.86
H17 18.74 3.37 5.58
H18 20.53 5.19 5.79
Br1 19.78 6.38 10.88
C19 20.71 5.43 9.39
C20 22.20 5.31 9.79
Br2 23.25 6.86 8.99
H19 20.60 5.98 8.45
H20 20.26 4.44 9.33
H21 22.73 4.42 9.48
H22 22.31 5.43 10.87
C21 20.66 5.55 1.77
C22 19.51 6.26 2.54
O1 19.22 7.47 2.00
H23 21.55 6.18 1.92
H24 20.61 5.51 0.69
H25 20.82 4.63 2.33
H26 19.55 6.31 3.63
H27 18.59 5.69 2.40
H28 18.72 7.34 1.19
C23 22.02 -1.42 1.42
C24 23.28 -1.77 2.23
O2 23.75 -0.65 2.96
H29 22.24 -0.71 0.62
H30 21.25 -1.00 2.07
H31 21.55 -2.32 1.01
H32 24.03 -2.04 1.48
H33 23.08 -2.72 2.73
H34 23.74 0.09 2.35



(2)
Formula: C24H34Cl12N2O4
Source: the Open Molecules 2025 dataset
Level of theory: ωB97M-V/def2-TZVPD

Values from the calculation:
- Lowest unoccupied orbital energy: -0.882 eV
- Multiplicity: 1
- Calculated total energy: -6867.38805 Eh
- Orbital gap: 0.315 hartree
- HOMO level: -9.4 eV
- Relative energy (zero: lowest compared OMol25 entry of this formula, charge and spin): 228.7 kJ/mol

Cartesian coordinates (Å):
Cl1 0.95 4.73 0.92
C1 1.33 4.97 -0.85
C2 1.63 6.43 -1.20
Cl2 2.86 7.09 -0.11
H1 0.45 4.62 -1.37
H2 2.18 4.32 -1.02
H3 0.73 7.03 -1.06
H4 1.94 6.45 -2.24
Cl3 -0.62 1.32 5.16
C3 0.59 0.03 4.96
C4 -0.06 -1.34 4.90
Cl4 -1.03 -1.41 3.40
H5 1.21 0.05 5.86
H6 1.11 0.22 4.02
H7 -0.75 -1.52 5.72
H8 0.65 -2.16 4.83
Cl5 -1.80 0.78 0.35
C5 -0.24 1.15 1.14
C6 0.92 0.61 0.35
Cl6 1.28 1.57 -1.12
H9 -0.25 0.74 2.15
H10 -0.14 2.22 1.32
H11 0.74 -0.41 0.03
H12 1.86 0.62 0.91
Cl7 -5.83 2.11 -2.65
C7 -6.56 1.00 -1.46
C8 -5.59 0.43 -0.46
Cl8 -5.03 -1.18 -1.12
H13 -7.18 0.29 -2.00
H14 -7.31 1.63 -0.97
H15 -6.02 0.21 0.51
H16 -4.71 1.05 -0.28
Cl9 -1.25 -3.92 -0.80
C9 -2.36 -2.98 0.26
C10 -3.69 -3.73 0.45
Cl10 -3.39 -5.35 1.15
H17 -2.51 -1.98 -0.13
H18 -1.84 -2.89 1.21
H19 -4.27 -3.84 -0.46
H20 -4.20 -3.17 1.23
Cl11 2.58 1.90 2.74
C11 4.26 1.64 2.21
C12 4.52 2.32 0.89
Cl12 3.70 1.40 -0.43
H21 4.41 0.56 2.13
H22 4.91 1.94 3.03
H23 5.57 2.36 0.60
H24 4.16 3.34 0.77
C13 -2.63 -0.19 -3.98
C14 -1.53 0.19 -3.23
C15 -0.31 -0.42 -3.43
C16 -0.15 -1.33 -4.47
C17 -1.27 -1.77 -5.16
C18 -2.50 -1.17 -4.96
N1 1.17 -1.84 -4.82
O1 1.29 -2.43 -5.87
O2 2.07 -1.63 -4.03
H25 -3.56 0.35 -3.91
H26 -1.67 0.94 -2.46
H27 0.56 -0.05 -2.89
H28 -1.25 -2.46 -6.00
H29 -3.38 -1.46 -5.52
C19 2.18 -2.37 -0.61
C20 2.79 -1.19 -0.24
C21 3.07 -0.96 1.10
C22 2.71 -1.86 2.08
C23 2.12 -3.06 1.69
C24 1.85 -3.31 0.36
N2 2.83 -1.48 3.48
O3 2.08 -2.01 4.28
O4 3.62 -0.61 3.77
H30 1.86 -2.56 -1.63
H31 3.12 -0.46 -0.97
H32 3.63 -0.06 1.35
H33 1.98 -3.82 2.45
H34 1.41 -4.27 0.12



(3)
Formula: C24H34ClF9N3O5Tb
Source: the Open Molecules 2025 dataset
Level of theory: ωB97M-V/def2-TZVPD

Values from the calculation:
- Lowest unoccupied orbital energy (spin up / spin down): 0.269 / 0.270 eV
- Multiplicity: 7
- Calculated total energy: -3658.85713 Eh
- Orbital gap (spin up / spin down): 0.237 / 0.238 hartree
- HOMO level (spin up / spin down): -6.2 / -6.2 eV

Cartesian coordinates (Å):
O1 1.60 -0.75 -3.11
C1 0.51 -0.38 -3.50
C2 0.09 1.06 -3.57
C3 0.48 2.12 -2.70
H1 0.62 1.96 -1.64
C4 0.72 3.38 -3.28
H2 1.15 4.21 -2.69
C5 0.44 3.55 -4.66
H3 0.64 4.50 -5.13
C6 -0.13 2.53 -5.46
H4 -0.37 2.66 -6.53
C7 -0.35 1.29 -4.87
H5 -0.73 0.43 -5.42
H6 -0.46 -1.05 -3.59
C8 -2.09 -1.94 -1.77
C9 -1.72 -0.66 -1.24
H7 -2.81 -1.92 -2.62
H8 -2.55 -2.44 -0.91
H9 -1.30 -2.66 -2.09
C10 -2.29 0.52 -1.31
C11 -3.77 0.62 -1.53
H10 -1.78 1.48 -1.30
H11 -4.02 1.00 -2.53
H12 -4.14 1.25 -0.73
H13 -4.19 -0.38 -1.40
Tb1 -1.01 -0.72 0.75
Cl1 -3.53 -1.03 1.46
C12 -1.17 -0.50 3.48
O2 -0.45 -1.28 2.79
N1 -1.14 -0.60 4.78
C13 -0.38 -1.71 5.36
C14 -2.06 0.13 5.61
H14 -1.88 0.25 3.07
H15 0.31 -2.16 4.62
H16 -1.09 -2.48 5.72
H17 0.17 -1.29 6.21
H18 -2.33 1.04 5.07
H19 -1.51 0.35 6.53
H20 -2.94 -0.49 5.79
H21 4.99 1.13 -1.43
H22 5.03 1.38 0.87
C15 3.89 1.17 -1.44
C16 3.96 1.15 1.05
N2 3.37 0.64 -0.18
H23 3.50 0.56 -2.25
C17 2.50 -0.40 -0.17
O3 1.55 -0.58 0.62
H24 3.88 0.39 1.84
H25 2.69 -1.12 -0.98
H26 3.58 2.20 -1.58
H27 3.45 2.07 1.39
H28 0.04 -6.34 0.89
H29 2.18 -6.28 -0.71
C18 -0.44 -5.76 0.07
C19 1.58 -5.64 -1.37
N3 0.56 -4.94 -0.61
H30 -1.23 -5.13 0.48
C20 0.55 -3.60 -0.51
O4 -0.33 -2.95 0.11
H31 2.21 -4.91 -1.86
H32 1.37 -3.11 -1.04
H33 -0.87 -6.48 -0.65
H34 1.11 -6.28 -2.12
F1 1.57 3.16 -0.02
C21 0.37 3.64 0.44
F2 0.62 4.83 1.04
F3 -0.40 3.89 -0.65
C22 -0.30 2.60 1.36
O5 -0.43 1.41 0.72
C23 0.57 2.58 2.68
F4 -0.04 3.24 3.71
F5 0.77 1.30 3.08
F6 1.81 3.13 2.55
C24 -1.71 3.16 1.68
F7 -1.72 4.45 2.10
F8 -2.52 3.08 0.58
F9 -2.31 2.41 2.65



(4)
Formula: C24H34ClN2O7ReSSi
Source: the Open Molecules 2025 dataset
Level of theory: ωB97M-V/def2-TZVPD

Values from the calculation:
- Lowest unoccupied orbital energy (spin up / spin down): -3.502 / -4.989 eV
- Multiplicity: 4
- Total charge: +1
- Calculated total energy: -2797.34354 Eh
- Orbital gap (spin up / spin down): 0.288 / 0.257 hartree
- HOMO level (spin up / spin down): -11.4 / -12.0 eV
- Relative energy (zero: lowest compared OMol25 entry of this formula, charge and spin): 80.5 kJ/mol

Cartesian coordinates (Å):
Re1 0.39 0.52 0.25
O1 -0.85 4.42 0.15
C1 -0.67 3.24 0.29
O2 0.26 2.51 -0.28
C2 -1.56 2.42 1.23
C3 -2.67 2.88 1.89
C4 -3.36 1.99 2.71
C5 -2.91 0.68 2.87
C6 -1.78 0.29 2.17
N1 -1.15 1.16 1.37
C7 -1.13 -1.09 2.20
O3 -1.55 -1.95 2.92
O4 -0.10 -1.17 1.39
H1 -2.98 3.91 1.75
H2 -4.26 2.31 3.23
H3 -3.41 -0.04 3.50
C8 2.83 1.97 -2.81
C9 3.14 0.83 -1.84
C10 3.68 1.43 -0.54
C11 4.13 -0.17 -2.43
O5 1.90 0.08 -1.51
Si1 0.94 -0.79 -2.58
S1 -0.90 -0.38 -1.49
O6 0.83 -0.08 -4.00
C12 0.27 -0.43 -5.29
C13 -0.94 -1.33 -5.09
C14 -0.12 0.88 -5.95
C15 1.35 -1.14 -6.09
O7 1.35 -2.31 -2.76
C16 1.80 -3.56 -2.19
C17 0.72 -4.59 -2.47
C18 3.10 -3.91 -2.91
C19 2.02 -3.38 -0.70
H4 3.68 2.65 -2.85
H5 1.95 2.52 -2.46
H6 2.63 1.60 -3.81
H7 4.55 2.04 -0.77
H8 3.98 0.65 0.16
H9 2.92 2.07 -0.09
H10 5.07 0.34 -2.66
H11 3.74 -0.60 -3.35
H12 4.33 -0.97 -1.71
H13 -1.69 -0.83 -4.48
H14 -0.66 -2.26 -4.59
H15 -1.39 -1.58 -6.05
H16 -0.93 1.36 -5.39
H17 -0.45 0.70 -6.97
H18 0.73 1.56 -5.97
H19 1.63 -2.08 -5.60
H20 2.24 -0.51 -6.17
H21 0.99 -1.36 -7.09
H22 0.50 -4.63 -3.53
H23 -0.20 -4.34 -1.93
H24 1.06 -5.57 -2.14
H25 2.95 -3.86 -3.99
H26 3.41 -4.92 -2.65
H27 3.89 -3.22 -2.64
H28 1.11 -2.99 -0.22
H29 2.84 -2.68 -0.52
H30 2.27 -4.33 -0.24
Cl1 4.32 -2.18 3.19
C20 3.45 -0.71 3.05
C21 3.56 0.29 4.01
C22 2.83 1.46 3.84
C23 2.02 1.59 2.73
N2 1.92 0.63 1.81
C24 2.62 -0.50 1.96
H31 4.20 0.15 4.87
H32 2.89 2.25 4.56
H33 1.44 2.49 2.56
H34 2.51 -1.27 1.20



(5)
Formula: C24H34CrN7O5S2Se2
Source: the Open Molecules 2025 dataset
Level of theory: ωB97M-V/def2-TZVPD

Values from the calculation:
- Lowest unoccupied orbital energy (spin up / spin down): 0.055 / 0.079 eV
- Multiplicity: 4
- Calculated total energy: -8338.21594 Eh
- Orbital gap (spin up / spin down): 0.287 / 0.288 hartree
- HOMO level (spin up / spin down): -7.8 / -7.8 eV
- Relative energy (zero: lowest compared OMol25 entry of this formula, charge and spin): 105.7 kJ/mol

Cartesian coordinates (Å):
Cr1 -1.81 1.30 -0.78
N1 -3.17 4.42 1.47
C1 -2.55 3.30 1.08
O1 -1.97 3.26 -0.02
C2 -2.48 2.14 2.01
C3 -2.34 0.84 1.19
H1 -3.30 5.17 0.82
H2 -3.73 4.42 2.30
H3 -3.34 2.13 2.68
H4 -1.59 2.32 2.63
H5 -3.33 0.41 1.11
H6 -1.73 0.11 1.74
N2 -2.34 -2.06 -0.18
C4 -1.87 -1.71 -1.39
N3 -1.57 -0.47 -1.74
C5 -1.22 -0.39 -3.08
C6 -1.13 -1.57 -3.73
S1 -1.62 -2.85 -2.69
C7 -1.10 0.94 -3.65
C8 -1.02 1.30 -4.95
S2 -1.13 3.02 -5.10
C9 -1.30 3.14 -3.37
N4 -1.23 1.99 -2.77
N5 -1.43 4.33 -2.72
H7 -3.25 -1.49 0.02
H8 -2.51 -3.05 -0.09
H9 -0.88 -1.75 -4.76
H10 -0.95 0.68 -5.83
H11 -1.79 5.10 -3.24
H12 -1.74 4.24 -1.76
C10 3.57 0.68 2.59
C11 2.71 1.13 3.77
C12 1.51 0.23 4.05
C13 0.43 0.23 2.97
N6 0.70 -0.66 1.85
C14 0.90 -0.30 0.56
Se1 0.74 1.42 -0.12
N7 1.17 -1.41 -0.15
C15 1.60 -1.47 -1.54
C16 3.07 -1.89 -1.69
C17 4.07 -0.90 -1.10
C18 4.15 0.42 -1.87
C19 1.06 -2.52 0.67
C20 1.17 -3.88 0.41
C21 0.97 -4.74 1.47
C22 0.67 -4.27 2.75
C23 0.55 -2.91 3.01
C24 0.76 -2.04 1.94
H13 4.50 1.24 2.56
H14 3.05 0.85 1.65
H15 3.81 -0.39 2.68
H16 2.36 2.15 3.60
H17 3.32 1.16 4.68
H18 1.03 0.55 4.98
H19 1.86 -0.79 4.22
H20 0.32 1.23 2.55
H21 -0.53 -0.07 3.40
H22 1.43 -0.49 -1.98
H23 0.97 -2.19 -2.06
H24 3.26 -2.01 -2.75
H25 3.20 -2.86 -1.21
H26 5.06 -1.38 -1.11
H27 3.82 -0.70 -0.05
H28 4.32 0.24 -2.93
H29 4.98 1.03 -1.49
H30 3.24 1.00 -1.76
H31 1.40 -4.25 -0.58
H32 1.04 -5.81 1.31
H33 0.51 -4.97 3.55
H34 0.29 -2.55 3.99
O2 -6.17 1.23 -1.91
Se2 -4.77 0.51 -1.64
O3 -4.23 -0.37 -2.88
O4 -3.62 1.71 -1.31
O5 -4.83 -0.42 -0.28



(6)
Formula: C24H34FN3O2
Source: the Open Molecules 2025 dataset
Level of theory: ωB97M-V/def2-TZVPD

Values from the calculation:
- Lowest unoccupied orbital energy: 0.358 eV
- Multiplicity: 1
- Calculated total energy: -1348.79461 Eh
- Orbital gap: 0.311 hartree
- HOMO level: -8.1 eV
- Relative energy (zero: lowest compared OMol25 entry of this formula, charge and spin): 2166.0 kJ/mol

Cartesian coordinates (Å):
O1 1.83 -1.27 -1.50
C1 1.69 -0.34 -2.19
N1 0.63 -0.14 -2.92
H1 0.71 0.79 -3.55
C2 -0.25 -1.05 -3.38
C3 -1.63 -0.33 -2.93
C4 -2.75 -0.94 -3.32
C5 -4.00 -0.82 -3.02
C6 -4.14 0.40 -2.32
C7 -3.17 1.23 -1.97
C8 -1.83 0.73 -1.99
H2 -0.89 1.26 -1.79
H3 -3.26 2.11 -1.59
F1 -5.50 0.91 -1.97
H4 -4.87 -1.38 -3.36
H5 -2.62 -1.95 -3.78
H6 -0.31 -1.26 -4.34
H7 -0.08 -1.72 -2.52
C9 2.81 0.69 -2.07
N2 2.99 1.72 -0.85
C10 1.86 2.14 -0.44
C11 2.20 3.60 0.54
C12 3.10 3.16 1.64
H8 2.60 2.77 2.42
C13 4.36 2.05 1.07
H9 4.83 1.93 1.81
H10 4.91 3.02 0.17
C14 3.80 1.02 0.28
H11 4.77 0.82 -0.29
C15 3.10 0.08 0.93
H12 3.76 -0.32 1.91
C16 1.80 0.24 1.33
N3 0.97 -0.93 1.60
C17 -0.01 -1.03 2.27
O2 -0.31 -0.17 3.15
C18 -0.83 -2.45 2.44
C19 -1.30 -2.76 0.78
C20 -2.55 -1.37 0.67
C21 -3.57 -1.78 1.63
C22 -2.98 -1.51 3.16
C23 -2.02 -2.40 3.25
H13 -1.45 -2.10 4.44
H14 -2.17 -3.50 3.26
H15 -2.64 -0.47 3.00
H16 -3.72 -1.80 3.78
H17 -4.52 -1.10 1.29
H18 -4.08 -2.74 1.38
H19 -2.19 -0.54 0.48
H20 -2.84 -1.88 -0.40
H21 -0.45 -2.43 0.19
H22 -1.74 -3.68 0.78
H23 -0.02 -3.25 2.46
H24 1.02 -1.77 0.82
H25 1.62 0.90 2.32
C24 0.79 1.29 0.34
H26 0.03 1.86 1.07
H27 0.50 0.48 -0.39
H28 3.17 -0.80 0.35
H29 3.46 4.06 2.03
H30 1.01 4.14 0.82
H31 2.61 4.09 -0.42
H32 1.11 2.59 -1.27
H33 3.84 0.26 -2.32
H34 2.80 1.65 -2.93



(7)
Formula: C24H34FN4OPtS2
Source: the Open Molecules 2025 dataset
Level of theory: ωB97M-V/def2-TZVPD

Values from the calculation:
- Lowest unoccupied orbital energy: -3.967 eV
- Multiplicity: 1
- Total charge: +1
- Calculated total energy: -2244.39473 Eh
- Orbital gap: 0.264 hartree
- HOMO level: -11.2 eV
- Relative energy (zero: lowest compared OMol25 entry of this formula, charge and spin): 268.9 kJ/mol

Cartesian coordinates (Å):
Pt1 0.01 2.40 0.34
C1 -3.60 -0.09 -1.19
C2 -2.41 -0.82 -0.57
C3 -2.80 -2.25 -0.18
C4 -1.24 -0.79 -1.53
C5 -1.36 -1.41 -2.77
C6 -0.35 -1.33 -3.71
C7 0.81 -0.63 -3.42
C8 0.99 -0.01 -2.19
C9 2.26 0.77 -1.92
C10 3.52 0.06 -2.40
C11 2.17 2.16 -2.56
C12 -0.05 -0.10 -1.24
N1 0.13 0.49 0.04
C13 0.52 -0.23 1.18
C14 1.09 -1.65 1.04
C15 2.54 -1.67 0.75
C16 3.29 -0.86 1.48
C17 2.60 -0.12 2.60
C18 1.40 0.63 2.09
F1 1.80 1.89 1.41
H1 -4.42 0.00 -0.47
H2 -3.99 -0.63 -2.06
H3 -3.32 0.91 -1.53
H4 -2.11 -0.31 0.34
H5 -3.21 -2.79 -1.03
H6 -3.55 -2.23 0.61
H7 -1.93 -2.80 0.19
H8 -2.26 -1.96 -3.00
H9 -0.46 -1.82 -4.67
H10 1.59 -0.57 -4.17
H11 2.35 0.90 -0.84
H12 3.56 -0.03 -3.48
H13 3.59 -0.95 -1.97
H14 4.40 0.62 -2.09
H15 2.11 2.08 -3.65
H16 3.04 2.77 -2.30
H17 1.27 2.70 -2.22
H18 0.47 -2.22 0.36
H19 2.95 -2.33 -0.01
H20 4.37 -0.79 1.39
H21 3.27 0.52 3.18
C19 -3.29 3.18 0.42
S1 -1.71 3.44 -0.33
C20 -2.07 3.78 -2.03
O1 -1.01 4.59 0.30
H22 -3.85 4.11 0.33
H23 -3.10 2.92 1.46
H24 -3.80 2.36 -0.09
H25 -2.70 2.98 -2.42
H26 -1.12 3.82 -2.56
H27 -2.58 4.74 -2.06
C21 0.86 -4.35 2.76
C22 -0.09 -3.16 2.88
C23 0.54 -1.84 2.50
N2 -0.46 -0.74 2.20
N3 -0.63 0.27 3.20
C24 0.40 1.03 3.18
N4 0.67 2.04 4.04
S2 1.83 -1.35 3.68
H28 0.33 -5.27 2.98
H29 1.71 -4.27 3.44
H30 1.26 -4.43 1.74
H31 -0.49 -3.08 3.89
H32 -0.94 -3.29 2.22
H33 1.23 2.81 3.74
H34 -0.03 2.24 4.73